{
  "formula": "C17H17Br2N3O2PtS",
  "method": "ωB97M-V with the def2-TZVPD basis set",
  "symbols": ["Pt", "C", "C", "C", "C", "C", "C", "Br", "C", "C", "Br", "C", "O", "C", "N", "H", "H", "H", "H", "H", "H", "C", "C", "C", "C", "N", "C", "S", "N", "C", "H", "H", "H", "H", "H", "H", "H", "H", "C", "O", "H", "H", "H"],
  "coordinates": [[0.08708, -0.96667, -0.59680], [-2.32590, -2.65754, -1.93054], [-2.17464, -1.27197, -2.53123], [-2.93313, -0.87874, -3.64954], [-2.84713, 0.39589, -4.15444], [-1.99111, 1.36335, -3.56446], [-2.00510, 2.73896, -3.88679], [-2.90415, 3.27608, -5.40162], [-1.31685, 3.64837, -3.12249], [-0.48798, 3.21446, -2.10293], [0.48444, 4.34927, -1.01304], [-0.37618, 1.80466, -1.78435], [0.43547, 1.30660, -0.91954], [-1.21106, 0.88569, -2.48648], [-1.28648, -0.40355, -1.98371], [-3.07179, -3.19966, -2.52901], [-2.62201, -2.57311, -0.87595], [-1.35437, -3.21811, -2.00068], [-3.56546, -1.61520, -4.14323], [-3.46559, 0.70239, -4.99661], [-1.38717, 4.68523, -3.34753], [3.02419, -1.91156, 3.21787], [2.08809, -0.74914, 3.32210], [2.14584, 0.45177, 4.06857], [1.02907, 1.30324, 4.01678], [-0.00347, 1.11965, 3.14747], [0.06369, 0.03821, 2.40131], [-1.14886, -0.29236, 1.08479], [0.98362, -0.92470, 2.52020], [0.99144, 2.61173, 4.68668], [4.04730, -1.49208, 3.34009], [2.99081, -2.33632, 2.19156], [2.82437, -2.66106, 3.99295], [3.05980, 0.73789, 4.61468], [0.99603, -1.66298, 1.74954], [1.99938, 2.81456, 5.09530], [0.24847, 2.62738, 5.52038], [0.69541, 3.39888, 3.93756], [2.10263, -2.94084, -0.41777], [1.00980, -2.41646, 0.40715], [2.79060, -3.50529, 0.19573], [2.75084, -2.17114, -0.91125], [1.63006, -3.62577, -1.16073]],
  "lumo_energy_ha": [-0.2510, -0.3428],
  "total_charge": 2,
  "spin_multiplicity": 5,
  "s2": 6.046,
  "homo_ha": [-0.52185, -0.56614],
  "orbital_gap_ev": [7.37, 6.08]
}

***

{
  "formula": "C23H33N5O4",
  "method": "ωB97M-V with the def2-TZVPD basis set",
  "symbols": ["C", "H", "O", "C", "C", "C", "C", "C", "C", "H", "O", "C", "H", "H", "H", "C", "N", "C", "C", "N", "C", "O", "C", "C", "H", "C", "O", "N", "C", "C", "N", "C", "C", "N", "C", "H", "H", "H", "H", "H", "H", "H", "C", "C", "H", "H", "H", "C", "H", "H", "H", "H", "H", "H", "H", "H", "H", "H", "H", "H", "H", "H", "H", "H", "H"],
  "coordinates": [[-4.08032, -4.29987, 0.55032], [-2.94589, -4.37330, 0.82172], [-4.50370, -2.91884, 0.62053], [-3.99537, -1.99769, -0.00539], [-2.90959, -2.24066, -0.94783], [-2.46669, -1.00114, -1.31477], [-3.04451, 0.20930, -0.96940], [-4.11701, 0.44732, -0.44031], [-4.68687, -0.69164, 0.15138], [-5.46816, -0.73476, 0.86765], [-4.66481, 1.88014, -0.10273], [-5.89714, 1.91183, 0.51864], [-6.59294, 1.07012, 0.05725], [-6.01003, 2.96605, 0.63931], [-5.66860, 1.47830, 1.53111], [-2.40061, 1.55023, -1.59430], [-1.12461, 1.93286, -0.96929], [-1.42764, 2.51963, 0.40224], [-1.32186, 1.58125, 1.33099], [-0.45193, 0.51039, 1.25957], [0.09691, 0.18075, -0.14279], [0.65602, -0.74238, -0.07747], [0.02093, 1.38407, -1.06260], [1.24008, 2.19567, -0.90813], [1.32034, 2.92873, -0.43023], [2.59032, 1.24838, -1.23840], [2.77939, 0.59899, -2.34032], [3.26825, 1.05449, -0.17005], [4.17887, -0.16696, -0.21029], [3.78907, -1.54689, 0.05549], [3.73667, -1.91455, 1.14294], [3.18055, -3.29679, 0.93433], [2.96447, -3.47263, -0.23178], [3.26033, -2.51359, -0.95622], [3.14639, -2.29444, -2.35344], [2.42022, -2.66268, -2.69103], [4.14329, -2.50969, -3.01585], [2.94809, -1.17192, -2.33659], [2.50482, -4.32562, -0.72950], [2.96359, -3.77877, 2.00879], [5.18016, 0.01373, 0.49369], [4.44556, -0.00695, -1.12472], [3.01248, 1.53446, 1.17763], [3.76942, 2.79490, 1.09453], [3.31767, 3.60730, 0.18710], [5.03734, 2.72327, 0.87647], [3.78142, 3.36570, 2.04718], [3.79384, 0.63193, 2.36396], [3.29461, 1.29126, 3.14402], [3.24667, -0.20162, 2.30580], [4.77272, 0.88242, 2.32340], [2.06806, 1.76868, 1.29130], [1.46495, 2.86030, -2.05449], [0.09655, 0.68210, -1.99097], [-0.23760, -0.35034, 1.93965], [-2.37214, 1.09713, 1.62802], [-1.26273, 1.85520, 2.31096], [-0.67312, 3.28948, 0.61614], [-2.30867, 3.21061, 0.35810], [-2.92518, 2.37112, -1.43607], [-1.95765, 1.31423, -2.83754], [-1.50178, -1.01503, -1.91932], [-2.41521, -3.00378, -1.06235], [-4.31946, -4.63543, -0.47944], [-4.73823, -5.07436, 1.09334]],
  "lumo_energy_ha": 0.0196,
  "total_charge": 0,
  "spin_multiplicity": 1,
  "homo_ha": -0.28518,
  "orbital_gap_ev": 8.29
}

***

{
  "formula": "C14H13AlBrN5O2S",
  "method": "ωB97M-V with the def2-TZVPD basis set",
  "symbols": ["Al", "C", "C", "N", "N", "C", "N", "S", "C", "C", "C", "C", "C", "N", "H", "H", "H", "H", "H", "H", "H", "H", "H", "H", "Br", "C", "C", "N", "C", "C", "C", "C", "O", "O", "H", "H", "H"],
  "coordinates": [[0.73334, -0.89320, -0.62133], [-0.91374, -2.33653, 3.04387], [-0.59021, -1.91291, 1.65676], [0.57787, -1.83578, 1.14309], [1.74153, -2.20337, 1.74295], [2.81580, -2.35276, 0.92505], [3.94092, -2.78020, 1.44927], [2.72390, -2.00588, -0.75474], [-1.64711, -1.55073, 0.66517], [-2.98710, -1.54162, 0.95321], [-3.89288, -1.26744, -0.07436], [-3.42419, -1.01950, -1.34821], [-2.05370, -1.01913, -1.56579], [-1.18811, -1.27928, -0.58424], [-0.11955, -2.92319, 3.50150], [-1.82266, -2.93379, 3.07235], [-1.07784, -1.44696, 3.66008], [1.76809, -2.45688, 2.72138], [4.04836, -3.00263, 2.42898], [4.75757, -2.87623, 0.86199], [-3.34232, -1.74442, 1.95337], [-4.95534, -1.25617, 0.13089], [-4.09849, -0.81861, -2.16842], [-1.63218, -0.79750, -2.53708], [0.94415, 6.33466, 0.28466], [0.86941, 4.93857, -0.96371], [0.81991, 5.21755, -2.33043], [0.77375, 4.27350, -3.26838], [0.77134, 3.00774, -2.88367], [0.80586, 2.63897, -1.53887], [0.86007, 3.62769, -0.55418], [0.78839, 1.24401, -1.17085], [0.82835, 0.82169, 0.05236], [0.72137, 0.28281, -2.03872], [0.82022, 6.24498, -2.67508], [0.73908, 2.25581, -3.66386], [0.89619, 3.36674, 0.49497]],
  "lumo_energy_ha": -0.2877,
  "total_charge": 2,
  "spin_multiplicity": 1,
  "homo_ha": -0.52100,
  "orbital_gap_ev": 6.35
}

***

{
  "formula": "C6H18N4O2P",
  "method": "ωB97M-V with the def2-TZVPD basis set",
  "symbols": ["N", "P", "N", "H", "H", "H", "H", "C", "C", "O", "N", "C", "H", "H", "H", "H", "H", "H", "H", "C", "C", "O", "N", "C", "H", "H", "H", "H", "H", "H", "H"],
  "coordinates": [[-0.31864, -3.79570, 2.88917], [0.27656, -5.14802, 3.49123], [1.53249, -5.22534, 4.46278], [-0.25489, -3.77759, 1.87658], [0.56713, -6.10055, 2.47759], [-0.83224, -5.83666, 4.09592], [1.53028, -4.43186, 5.10073], [-0.48460, -1.36978, 0.03670], [-0.08755, -2.20488, -1.15280], [0.51231, -3.25986, -1.07533], [-0.43856, -1.71696, -2.38717], [-1.11336, -0.48431, -2.72353], [-0.17303, -1.84448, 0.96420], [-0.04823, -0.37404, -0.04284], [-1.56972, -1.24951, 0.06109], [-0.17112, -2.33258, -3.13867], [-2.05478, -0.68764, -3.24364], [-0.49469, 0.13780, -3.37552], [-1.32500, 0.09259, -1.83069], [-1.12023, 4.11967, -0.49251], [0.00072, 3.11750, -0.65622], [-0.21822, 1.92728, -0.78745], [1.27706, 3.58834, -0.64260], [1.72559, 4.95209, -0.48542], [-2.05571, 3.56996, -0.52193], [-1.04306, 4.64585, 0.45964], [-1.11009, 4.86139, -1.29238], [1.97221, 2.86402, -0.73945], [2.30301, 5.28421, -1.35064], [2.34669, 5.06657, 0.40508], [0.86966, 5.61247, -0.38191]],
  "lumo_energy_ha": 0.0754,
  "total_charge": -1,
  "spin_multiplicity": 1,
  "homo_ha": -0.10679,
  "orbital_gap_ev": 4.96
}

***

{
  "formula": "C5H14NO2",
  "method": "ωB97M-V with the def2-TZVPD basis set",
  "symbols": ["C", "O", "C", "C", "C", "C", "N", "H", "H", "H", "H", "H", "H", "H", "H", "H", "H", "H", "H", "H", "H", "O"],
  "coordinates": [[1.80453, -0.64303, 1.03017], [1.34718, 0.66620, 1.48073], [0.61492, -1.58984, 1.13082], [-0.75075, -0.90231, 1.18874], [-1.29306, -0.35060, -0.08746], [-1.33893, 2.03350, -0.72943], [-0.77935, 1.03060, -0.21646], [2.19098, -0.46592, 0.02723], [2.62112, -0.94300, 1.66451], [2.08803, 1.27761, 1.58372], [0.67467, -2.16878, 2.05506], [0.56424, -2.34783, 0.34741], [-1.40988, -1.66005, 1.56570], [-0.86667, -0.26962, 2.06999], [-1.07807, -0.97904, -0.95351], [-2.38559, -0.31135, -0.05101], [-0.91928, 3.02593, -0.61517], [-2.34818, 2.04808, -1.12142], [0.14637, 1.08281, 0.24296], [0.17857, -0.24332, -3.45156], [0.74568, 1.01207, -3.94793], [0.19347, 0.69792, -3.21310]],
  "lumo_energy_ha": -0.1511,
  "total_charge": 1,
  "spin_multiplicity": 1,
  "homo_ha": -0.53404,
  "orbital_gap_ev": 10.42
}

***

{
  "formula": "C6H27N2O8",
  "method": "ωB97M-V with the def2-TZVPD basis set",
  "symbols": ["C", "C", "C", "C", "C", "N", "C", "N", "H", "H", "H", "H", "H", "H", "H", "H", "H", "H", "H", "H", "H", "O", "H", "H", "O", "H", "H", "O", "H", "H", "O", "H", "H", "O", "H", "H", "O", "H", "H", "O", "H", "H", "O"],
  "coordinates": [[-2.27704, -1.60085, 1.05202], [-1.38821, -2.11899, -0.11863], [-0.67125, -0.89736, -0.84782], [-0.23335, -0.00889, 0.24382], [-0.70405, 1.15007, 0.77636], [0.08569, 1.52690, 1.78052], [1.17436, 0.56715, 1.87864], [1.02121, -0.26699, 0.85246], [-2.02951, -2.21575, 1.93933], [-2.27568, -0.63886, 1.39551], [-3.30593, -1.79181, 1.06758], [-1.99061, -2.63511, -0.97025], [-0.49508, -2.65172, 0.18054], [-1.27746, -0.34303, -1.63276], [0.10054, -1.29280, -1.53350], [-1.61887, 1.64786, 0.52055], [0.00772, 2.20807, 2.42382], [2.06021, 0.48267, 2.66846], [1.68630, -1.07481, 0.54516], [3.18977, -1.53306, -1.28861], [4.00471, -2.58030, -0.59850], [3.18516, -2.07546, -0.45156], [3.39933, -1.26185, 1.04374], [4.52675, -0.79918, 2.00735], [3.53154, -0.91938, 1.96781], [-3.16670, 1.37879, -2.71021], [-2.82614, -0.12084, -2.55086], [-2.46787, 0.81484, -2.55442], [0.77556, -0.46059, -4.50262], [-0.06601, 0.57790, -3.94380], [0.79516, 0.21892, -3.70946], [0.20745, 1.79974, -2.20666], [0.26944, 2.56959, -0.93761], [-0.05396, 1.76754, -1.25016], [-1.69209, 0.50823, 3.65672], [-2.96598, -0.34227, 3.73019], [-2.01281, -0.36649, 3.91635], [2.18648, 0.19808, -2.01284], [3.13627, -0.42525, -3.08625], [3.09151, -0.24791, -2.14466], [-0.99568, 4.17339, 1.60470], [-2.29398, 3.30680, 1.62208], [-1.62688, 3.77301, 2.17746]],
  "lumo_energy_ha": [-0.2766, -0.4016],
  "total_charge": 2,
  "spin_multiplicity": 2,
  "s2": 0.760,
  "homo_ha": [-0.63269, -0.63278],
  "orbital_gap_ev": [9.69, 6.29]
}